180
Properties=species:S:1:pos:R:3:forces:R:3:lowdin_charge:R:1 method="wB97M-V/def2-TZVPD" e_homo_ev=-10.33 spin_multiplicity=1 charge=0 energy_ha=-4595.1329
H 1.319685 3.154995 -4.065488 0.28 -0.37 0.09 0.11
C -0.737175 -0.268035 -0.704738 0.48 -1.69 1.10 -0.60
C 3.278495 4.250855 -3.972868 -0.89 -1.27 0.09 -0.04
H -4.139115 -0.934065 2.823242 0.11 -0.38 0.18 0.07
H -7.093575 3.144115 1.724702 -0.47 0.02 0.12 0.10
H -0.991045 7.543705 3.452492 -0.18 -0.10 -0.65 0.08
C 0.915875 3.840355 2.865822 -0.80 -2.47 2.22 -0.50
H -11.379965 -2.545925 -1.999068 0.40 -0.47 0.40 0.09
H -6.615415 1.628025 -0.058518 0.33 0.28 -0.91 0.06
H -5.815155 -0.589475 0.056132 0.16 -0.97 -0.38 0.10
C -10.391565 -2.525265 -2.458108 0.91 0.48 -0.48 -0.03
H -2.748745 -4.457395 0.159562 0.13 -0.17 -0.15 0.09
O -3.363365 -0.024665 -3.315548 0.01 -0.88 1.00 0.14
H -7.344275 3.352275 4.379032 0.10 -0.69 -0.60 0.07
O 2.500595 -4.648345 -1.641698 0.27 -0.25 -1.69 0.03
H -5.985895 -0.338745 -1.737538 -0.27 -0.45 0.00 0.12
C 0.372505 -0.848365 -5.091368 1.10 0.21 0.96 -0.04
C 5.314705 9.056245 2.476732 0.25 1.16 0.37 -0.23
O -5.410855 2.717645 2.607422 1.16 -1.01 0.58 0.02
H -5.825265 -0.934455 3.297152 -0.21 -0.15 -0.57 0.09
O 5.054935 -3.746705 1.733162 -0.78 0.11 1.34 0.11
O 0.198165 3.545545 3.836012 1.99 0.04 -2.20 0.09
C -0.210365 6.789555 3.352982 -0.34 -0.59 0.62 -0.05
H 1.245515 3.022935 -1.814138 -0.20 0.41 0.07 0.07
H 8.310315 5.148165 1.902672 -0.32 -0.55 0.05 0.10
H 3.397095 1.523365 2.458662 -0.43 0.54 -0.76 0.07
H -1.034025 -1.169725 -3.448818 0.06 0.01 0.11 0.12
O -0.344895 0.957215 -0.943138 -0.40 0.72 -0.27 0.03
H 4.171985 2.886825 -0.684018 0.27 0.36 0.16 0.09
H 2.562955 -6.657545 -4.726938 0.67 -0.27 -1.06 0.10
H 6.210145 8.123615 4.178042 -0.11 0.22 0.13 0.08
H -4.425465 -6.417475 2.751082 -0.21 0.05 0.04 0.12
H -6.061425 -7.002575 0.217362 0.17 0.03 -0.18 0.07
C 4.375215 -3.958635 2.722832 -0.84 1.13 -1.55 -0.54
H 4.571555 -0.750335 -4.621388 -0.14 0.03 0.27 0.09
C -7.070575 4.142985 3.680482 0.82 0.07 -0.40 -0.04
O -9.360495 -2.356255 -1.460428 0.23 0.28 -0.02 -0.02
H 0.687335 -0.004125 -5.704748 0.01 -0.16 -0.21 0.08
O -1.834965 -0.105585 -5.030858 -1.93 -0.41 0.21 0.01
H -5.724075 0.710765 -4.318428 0.61 0.13 0.10 0.08
H 2.943355 -2.131365 1.348872 0.59 -0.14 0.19 0.10
H -1.006285 -4.052005 0.121962 0.23 -0.62 -0.17 0.09
H 5.209075 -7.002515 3.640972 -0.58 0.40 -0.07 0.09
H 2.235515 5.570695 -0.409558 0.18 -0.11 0.16 0.08
C 3.020365 -2.168455 -1.317228 0.69 -0.73 -0.93 -0.05
H -0.435135 -8.769065 3.847842 -0.66 0.41 -0.17 0.13
H -1.644575 1.833375 3.018892 -0.49 0.23 0.36 0.10
H -1.975695 -3.588345 1.432042 0.08 -0.55 0.84 0.08
H 3.393535 -1.186255 2.857332 0.42 0.15 -0.52 0.12
O 1.937365 3.047725 2.300492 -1.08 1.94 -0.25 -0.04
C 6.441705 3.690175 0.235192 -1.08 0.72 1.44 -0.50
H 0.965515 -1.128245 2.227772 -0.06 0.06 -0.20 0.05
C 1.099375 2.805115 -0.756168 -0.42 0.11 0.04 -0.03
H 3.959915 5.167985 -0.747368 -0.05 -0.02 0.20 0.07
O -5.164065 -2.696505 2.333972 0.12 2.14 0.16 0.00
C -7.273665 0.802375 -0.328878 0.64 0.16 0.05 -0.05
H 3.623005 0.777195 0.301042 0.08 -0.11 -0.32 0.05
C 0.729185 -9.192905 2.190532 0.86 -1.16 -1.12 -0.09
O 4.445305 -5.011935 3.508682 0.65 -1.37 0.55 0.01
O -5.300125 -4.743565 1.858382 -0.53 -2.60 -2.26 0.05
H -8.037135 1.070085 -1.059318 0.07 0.27 0.14 0.08
H 1.689925 1.022895 2.779002 -0.05 0.00 -0.46 0.08
H 5.844965 -6.057235 2.247762 -0.53 0.09 -0.07 0.09
C 2.618755 -5.029395 -2.972468 1.57 -0.09 1.68 -0.51
H -0.575245 0.549395 -3.629018 0.70 -0.22 0.21 0.13
H -2.024405 1.748765 1.310262 0.29 0.13 -0.06 0.09
O 5.578285 4.156185 1.004312 2.48 -1.11 -2.14 0.10
C 2.420665 1.829805 2.833852 -0.52 -0.19 2.14 -0.06
H 4.184335 4.439775 -4.548958 -0.44 0.07 -0.64 0.09
H -4.704955 -7.983075 0.815752 -0.23 0.01 0.56 0.08
H 0.797235 -7.575685 3.603472 0.13 0.18 -0.23 0.13
H -0.337195 6.181645 4.248782 0.59 0.33 0.45 0.08
O 2.739275 2.434835 -5.457028 0.30 -1.72 0.03 0.02
O 0.635725 -5.860955 1.475012 -2.82 -1.36 -0.37 0.10
H 1.593595 0.934755 -1.468108 0.53 -0.80 0.66 0.11
O 4.936025 8.139375 -0.191368 0.64 0.74 -1.06 0.15
O 7.751365 4.065975 0.154242 -1.91 -2.89 -0.52 -0.01
H 5.260965 0.126775 -0.123198 -0.23 -0.21 0.27 0.08
H 2.597315 -1.173905 -1.175838 -0.54 -0.37 0.33 0.05
H -7.708465 0.670225 0.661872 -0.47 -0.75 -0.19 0.08
H 1.267595 -1.684405 3.846552 -0.04 -0.55 0.05 0.09
H -4.349695 -6.465195 0.109732 -0.16 0.15 -0.18 0.06
C -5.253415 -6.212595 2.072392 0.23 -0.29 -0.49 -0.13
C -0.736985 -0.392595 -4.153048 -0.56 -0.45 -0.85 -0.18
H 3.773695 -2.361475 -0.553468 -0.06 -0.01 0.13 0.06
C 4.107565 -0.688215 -5.605738 0.83 -1.47 1.65 -0.06
C 3.166145 1.319895 -4.847028 -0.63 -0.24 0.47 -0.53
H 1.429005 -8.794715 1.455822 0.07 0.34 0.21 0.08
O -2.061625 -0.224115 -0.718528 -0.69 -1.09 0.52 0.00
H -4.801145 -1.859155 4.282572 0.64 -0.38 -0.34 0.09
H -1.247875 5.121075 2.408322 0.12 -0.27 0.70 0.11
H -0.652325 6.146695 1.284922 1.13 0.21 -0.33 0.12
O 3.574235 6.584735 0.730062 -0.02 0.12 0.03 0.00
C -2.793385 -1.425275 -0.399018 -0.80 -0.25 -0.72 -0.02
H 3.437935 -8.018665 -3.988418 -0.20 0.10 0.40 0.09
H 3.576445 -2.058115 -2.248198 0.03 -0.25 -0.25 0.07
H 7.449305 5.949955 0.555252 0.40 0.66 0.38 0.09
H 1.261115 -9.924485 2.798772 0.10 -0.06 -0.02 0.08
C 2.879545 -2.049165 2.433892 -0.77 0.58 0.51 -0.23
C -6.364685 3.669175 2.342062 -2.17 0.84 0.09 -0.22
C 5.510185 -6.017515 3.284322 0.27 1.05 -0.10 0.00
C 3.248245 5.959965 -0.514118 0.03 0.43 -0.25 -0.03
H 1.501905 -3.319245 -0.407148 0.37 -0.76 0.31 0.09
H -2.644165 -1.890435 0.575382 0.64 0.60 0.09 0.07
H -6.009415 0.487605 -6.020878 1.03 0.32 -0.49 0.09
H -5.504495 -0.872545 -5.060688 -0.32 0.04 0.19 0.09
H -8.002935 4.687225 3.530132 0.22 0.18 -0.43 0.07
C 0.088475 -8.210645 3.071892 0.32 0.92 0.29 -0.23
O -3.570895 3.719095 1.625862 -1.02 -1.10 0.68 0.12
O -0.849295 -7.400095 2.350252 -0.81 0.31 -0.67 0.02
C -0.507645 -6.324005 1.603132 2.13 2.00 2.07 -0.50
H 1.144035 -3.160905 -2.009968 0.36 0.38 -0.59 0.11
C -4.930375 -1.554495 3.244032 -0.77 -0.44 -0.11 0.02
H -5.970605 4.408185 1.644452 0.11 0.66 0.67 0.13
H 3.268365 -1.383135 -5.575158 -0.30 0.35 -0.24 0.09
H 6.394555 -5.727545 3.851682 -0.16 0.20 0.19 0.09
H 7.086235 7.810385 2.755062 -0.17 -0.05 -0.50 0.07
C 4.686575 0.994225 0.201922 0.86 0.73 -0.86 -0.03
H 5.038165 1.318085 1.181512 0.11 -0.02 -0.04 0.07
H 3.631785 3.573765 -3.195158 -0.13 0.59 0.73 0.05
H -10.409315 -1.662085 -3.123468 0.23 -0.02 -0.10 0.09
C -8.203475 -1.737955 -1.840428 -1.49 0.40 0.14 -0.57
H -6.408985 4.736965 4.311022 0.16 0.39 -0.37 0.07
H 0.147145 3.187445 -0.388498 0.09 0.52 -0.10 0.09
C -5.349365 0.196845 -5.203628 0.26 -1.21 0.79 0.00
O 6.262225 2.711335 -0.671238 0.26 0.62 0.52 0.03
H 4.729765 9.617055 3.205722 -0.70 -0.34 -0.03 0.12
H 4.878345 -1.131835 -6.235978 -0.25 0.83 -0.73 0.10
C 2.010645 -3.330905 -1.371068 -1.22 1.21 0.23 -0.22
H 4.418925 -6.669695 -4.479708 -0.25 0.40 -0.36 0.10
H -2.688265 -2.199265 -1.159288 0.51 0.11 -0.11 0.10
C -6.498485 -0.464475 -0.783838 -1.43 1.79 1.61 -0.16
H -10.123985 -3.408545 -3.038048 -0.51 -0.05 0.00 0.10
H 1.910785 3.246465 -0.177438 -0.05 -0.24 0.01 0.06
H 5.470865 9.815645 1.710562 0.43 -0.57 -0.52 0.13
H 9.153705 5.370515 0.366452 -0.07 0.42 0.16 0.10
C 2.155945 3.439055 -4.704288 1.10 2.87 -0.12 -0.22
O 3.297305 -3.183065 3.160002 2.28 -2.24 -0.17 0.00
H 0.956385 -2.864585 2.448762 -0.35 -0.01 0.51 0.08
O -1.676745 -5.695005 1.327822 0.27 -0.97 0.04 -0.01
O 3.768885 0.650635 -5.865168 -0.35 0.02 0.71 0.01
C 0.995085 1.308765 -0.637448 0.71 0.15 -0.56 -0.20
H -3.852925 -1.174585 -0.450198 0.25 0.41 0.02 0.07
H 3.250405 6.671575 -1.339768 0.10 0.17 0.10 0.09
H 1.794215 4.120655 -5.474148 -0.49 -0.12 0.04 0.12
H -6.209975 -6.570175 2.453472 0.12 0.53 0.62 0.12
O 4.591335 7.924845 2.037292 -0.62 -0.10 0.29 0.04
C -2.312915 1.372325 2.291672 2.01 0.31 -1.63 -0.03
O -4.900925 -4.190655 4.017222 -0.57 0.33 -2.53 0.07
H 1.202435 0.949695 0.370612 0.44 -0.25 -0.22 0.11
C -1.826835 -4.416955 0.739692 0.19 0.77 -0.65 -0.05
C -5.096265 -6.969985 0.722842 0.33 1.22 0.27 -0.06
C 4.429285 7.622195 0.746272 -0.74 -1.12 0.98 -0.60
O -3.905275 0.308235 -5.445078 -1.89 0.44 -1.63 0.01
O 2.978165 1.003135 -3.664498 0.74 0.52 -2.78 0.09
O -0.031315 -1.240995 -0.428058 -1.11 1.45 -0.53 0.10
O 2.464755 -4.364435 -3.966938 -0.38 -0.55 0.84 0.12
O 3.135425 -6.300755 -2.909068 -0.54 1.31 1.44 -0.03
C 1.417025 -1.940345 2.797612 -0.21 0.55 -0.66 -0.06
H 2.609555 1.929905 3.902682 -0.15 0.23 0.24 0.10
C 8.180325 5.186385 0.821122 0.18 1.86 -0.08 -0.08
C -0.369885 5.749755 2.259992 -1.58 0.40 0.04 -0.20
O -7.938355 -1.398575 -2.969568 0.21 -0.26 0.61 0.11
H 7.289585 9.338175 3.471332 -0.45 0.46 0.02 0.08
C 4.955845 2.140945 -0.815678 -1.10 -0.20 0.62 -0.19
C -5.121035 -3.916885 2.818532 1.10 -0.16 4.74 -0.65
H -2.074255 0.309835 2.244172 -0.73 -0.13 0.36 0.09
O 0.797505 4.940205 2.182172 1.13 0.14 -1.62 0.04
H 1.225545 -1.169855 -4.493818 0.24 0.45 0.35 0.06
C -4.148235 2.778055 2.158192 -0.45 3.33 -0.80 -0.60
C 6.519185 8.600205 3.247742 1.16 -0.97 0.13 -0.07
C 3.424905 -6.936835 -4.121018 -0.67 -0.11 -0.60 -0.06
O -7.543935 -1.471685 -0.709978 0.99 -0.66 -0.86 0.03
H 0.747635 7.308905 3.328162 0.04 -0.26 -0.04 0.08
H 2.827475 5.195295 -3.668388 0.33 -0.11 0.57 0.08
H 4.889435 1.851325 -1.864398 0.16 -0.40 0.18 0.11
C -3.087875 -0.015675 -4.475688 1.61 1.37 -0.58 -0.60
H 0.257835 -1.751405 -5.690938 -1.05 0.25 -0.13 0.09
O -3.672405 1.632685 2.430372 0.60 -3.19 1.42 0.03
H -0.007065 -9.738365 1.600192 -0.22 -0.07 0.17 0.09